Molecular formula: C23H47Br22F3InO2S
Method: DFT, ωB97M-V/def2-TZVPD

Element x y z (Å)
O 5.528 -5.474 -1.062
S 5.417 -4.604 0.106
O 6.016 -3.292 -0.159
In 6.243 -5.685 2.280
C 3.567 -4.316 0.304
F 3.402 -3.452 1.327
F 3.001 -5.464 0.714
F 2.972 -3.880 -0.796
H 4.851 -5.738 3.395
H 7.498 -4.680 3.038
H 6.835 -7.326 1.983
Br -0.891 -4.672 2.143
C -0.076 -4.037 0.502
C -0.817 -2.857 -0.062
Br -2.481 -3.341 -0.987
H -0.018 -4.886 -0.173
H 0.928 -3.735 0.788
H -0.212 -2.388 -0.825
H -1.087 -2.156 0.701
Br 5.436 2.184 -2.449
C 5.743 0.675 -1.246
C 4.981 -0.544 -1.679
Br 3.093 -0.394 -1.235
H 5.475 1.011 -0.250
H 6.814 0.490 -1.289
H 5.335 -1.425 -1.140
H 5.040 -0.727 -2.748
Br 6.992 8.465 -3.490
C 6.455 6.774 -2.683
C 6.664 5.618 -3.623
Br 5.286 5.552 -4.996
H 5.421 6.887 -2.376
H 7.084 6.667 -1.802
H 6.579 4.675 -3.087
H 7.619 5.656 -4.137
Br 1.898 -2.329 3.522
C 0.384 -1.561 4.469
C 0.175 -0.111 4.107
Br 1.491 1.023 5.000
H 0.568 -1.706 5.529
H -0.473 -2.162 4.167
H -0.793 0.238 4.462
H 0.258 0.081 3.041
Br -1.420 -0.415 -0.811
C -2.975 0.359 0.063
C -3.136 1.809 -0.294
Br -1.832 2.881 0.665
H -2.845 0.194 1.130
H -3.825 -0.221 -0.287
H -4.112 2.180 0.017
H -2.996 2.011 -1.352
Br -5.183 -2.577 -0.521
C -7.087 -2.497 -0.098
C -7.405 -1.328 0.859
Br -6.841 -1.825 2.667
H -7.349 -3.465 0.325
H -7.580 -2.399 -1.044
H -8.481 -1.164 0.922
H -6.925 -0.392 0.632
Br -2.809 2.608 -4.716
C -1.971 0.968 -5.361
C -1.108 0.344 -4.299
Br 0.580 1.278 -4.075
H -1.421 1.225 -6.261
H -2.797 0.307 -5.619
H -0.836 -0.673 -4.577
H -1.571 0.336 -3.319
Br -3.468 5.764 -1.700
C -1.584 6.083 -1.326
C -0.981 7.050 -2.308
Br -0.639 6.202 -4.025
H -1.095 5.113 -1.330
H -1.559 6.494 -0.318
H -0.009 7.390 -1.957
H -1.617 7.909 -2.500
Br -1.778 -5.241 6.238
C -1.005 -6.886 5.538
C -0.042 -7.503 6.516
Br 1.654 -6.554 6.542
H -0.541 -6.636 4.588
H -1.852 -7.546 5.363
H 0.202 -8.520 6.216
H -0.420 -7.507 7.534
Br -7.262 -0.211 -1.483
C -6.243 0.532 -2.978
C -7.087 0.719 -4.211
Br -7.419 -0.978 -5.105
H -5.402 -0.139 -3.135
H -5.877 1.494 -2.623
H -6.565 1.332 -4.943
H -8.056 1.158 -3.997
Br 0.339 6.609 2.911
C 1.038 4.955 2.152
C 1.936 4.231 3.120
Br 3.682 5.085 3.230
H 1.545 5.222 1.230
H 0.158 4.365 1.923
H 2.135 3.217 2.779
H 1.536 4.197 4.128

Values from the calculation:
**Gap between HOMO and LUMO**: 7.4 eV
**ΔE to the lowest compared entry with this formula, charge and spin**: 0.0000 eV
**Calculated total energy**: -58571.22060 a.u.
**Multiplicity**: 1
**E_LUMO**: 1.20 eV
**Net charge**: -1


Molecular formula: C23H47BrCl2F6KN3O14P3S2
Method: DFT, ωB97M-V/def2-TZVPD

Element x y z (Å)
N -4.238 4.901 -0.886
C -5.551 5.329 -0.355
O -6.165 6.201 -1.027
C -6.295 4.790 0.972
C -5.485 3.703 1.829
P -5.493 1.936 1.033
C -6.484 1.825 -0.576
P -5.544 1.140 -2.068
O -6.218 -0.180 -2.495
O -5.765 2.206 -3.406
O -3.879 0.966 -1.843
H -4.435 4.509 -1.828
H -3.805 4.146 -0.333
H -7.315 4.367 0.653
H -6.532 5.718 1.613
H -4.383 4.069 1.899
H -5.899 3.648 2.895
H -4.155 1.375 0.926
H -6.187 1.100 2.002
H -6.939 2.824 -0.883
H -7.356 1.089 -0.389
H -6.393 2.914 -3.140
H -3.447 1.858 -1.835
Cl -1.994 -0.177 1.771
C -1.016 -0.352 0.287
C -0.289 0.924 -0.075
Cl -1.407 2.210 -0.603
H -1.676 -0.682 -0.516
H -0.292 -1.146 0.480
H 0.394 0.740 -0.907
H 0.294 1.308 0.766
C 2.521 3.381 3.930
C 2.788 3.063 2.483
O 2.801 1.911 2.061
N 3.019 4.096 1.632
C 3.047 5.514 1.927
H 2.356 2.454 4.480
H 3.380 3.893 4.367
H 1.625 4.000 4.019
H 3.190 3.801 0.680
H 2.291 6.007 1.313
H 4.031 5.900 1.658
H 2.851 5.720 2.978
C -0.303 1.726 -3.964
C 0.586 2.512 -3.226
C 1.766 2.970 -3.814
C 2.050 2.654 -5.135
C 1.160 1.875 -5.873
C -0.014 1.408 -5.285
H -1.220 1.365 -3.506
H 0.360 2.764 -2.188
H 2.460 3.573 -3.239
H 2.966 3.014 -5.592
H 1.383 1.630 -6.906
H -0.702 0.796 -5.859
C 4.887 0.441 -3.468
F 3.674 0.657 -2.921
F 5.315 -0.753 -2.996
F 4.685 0.263 -4.792
S 6.062 1.792 -3.116
O 6.165 1.811 -1.669
O 5.445 2.968 -3.703
N 7.300 1.184 -3.900
S 8.589 2.109 -3.837
O 9.243 2.211 -2.546
O 8.526 3.347 -4.591
C 9.690 1.034 -4.821
F 9.216 0.818 -6.068
F 9.843 -0.189 -4.264
F 10.926 1.547 -4.964
K -3.181 2.665 1.474
O -1.272 -4.148 2.392
P -1.476 -5.512 3.053
O -0.192 -6.273 2.319
C 1.120 -5.811 2.568
C 1.604 -6.239 3.941
O -2.663 -6.059 2.042
C -3.492 -5.156 1.321
C -2.956 -4.951 -0.083
O -1.750 -6.971 3.916
C -1.690 -6.921 5.339
C -2.407 -5.722 5.926
H 1.177 -4.724 2.457
H 1.766 -6.253 1.802
H 1.059 -5.705 4.723
H 2.669 -6.022 4.064
H 1.441 -7.309 4.096
H -3.603 -4.209 1.856
H -4.488 -5.603 1.264
H -1.917 -4.611 -0.073
H -3.556 -4.215 -0.624
H -2.970 -5.891 -0.637
H -0.646 -6.942 5.661
H -2.159 -7.837 5.709
H -1.890 -4.789 5.668
H -2.448 -5.792 7.014
H -3.426 -5.649 5.536
Br -0.381 4.398 -2.304
O 4.300 -6.428 1.693
H 4.284 -6.167 0.743
H 5.206 -6.348 2.073
H 3.934 -7.333 1.824

Values from the calculation:
**Gap between HOMO and LUMO**: 2.0 eV
**Calculated total energy**: -8635.45761 a.u.
**Multiplicity**: 1
**E_LUMO**: -5.26 eV
**Net charge**: +1


Molecular formula: C23H47BrCl2N3O12P2
Method: DFT, ωB97M-V/def2-TZVPD

Element x y z (Å)
C -5.952 0.119 1.321
C -4.862 0.287 0.191
C -4.767 -0.987 -0.786
C -3.300 -1.331 -1.215
C -2.420 -0.251 -1.977
C -3.209 1.000 -2.525
C -4.315 0.660 -3.609
O -4.144 1.379 -4.834
C -5.446 1.372 -5.478
N -3.353 -2.460 -2.227
C -2.147 -3.252 -2.164
N -1.717 -4.131 -3.048
P -2.640 -4.529 -4.523
O -1.577 -5.542 -5.374
Cl -4.260 -5.667 -3.776
N -1.528 -2.852 -0.945
Br 0.235 -2.257 -0.989
C -2.510 -2.152 -0.087
Cl -3.413 -3.591 0.645
P -1.960 -1.245 1.476
C -0.972 -2.558 2.454
O -0.902 0.038 1.114
H -6.204 -0.956 1.507
H -5.646 0.648 2.257
H -6.906 0.616 0.977
H -5.220 1.128 -0.475
H -3.852 0.604 0.556
H -5.270 -1.822 -0.216
H -5.456 -0.787 -1.658
H -1.848 -0.673 -2.855
H -1.619 0.159 -1.290
H -3.616 1.672 -1.721
H -2.445 1.636 -3.067
H -4.432 -0.447 -3.785
H -5.300 1.004 -3.162
H -5.350 1.254 -6.591
H -6.030 2.298 -5.201
H -6.076 0.495 -5.139
H -3.344 -2.178 -3.213
H -0.842 -4.620 -2.839
H -1.917 -6.459 -5.342
H -1.600 -2.821 3.341
H 0.007 -2.081 2.711
H -0.795 -3.440 1.784
H -0.848 0.580 1.923
C 5.638 -1.417 2.351
C 5.832 0.085 2.273
O 5.025 0.664 1.236
C 3.728 0.791 1.518
O 3.183 0.476 2.543
O 3.118 1.309 0.444
C 1.701 1.405 0.590
H 5.818 -1.877 1.376
H 6.319 -1.855 3.082
H 4.617 -1.670 2.640
H 6.869 0.303 2.015
H 5.629 0.569 3.231
H 1.433 1.956 1.493
H 1.260 0.410 0.604
H 1.314 1.945 -0.273
C -3.679 4.862 5.603
C -3.354 3.534 6.258
O -2.448 2.763 5.457
C -1.172 3.158 5.494
O -0.728 4.074 6.130
O -0.468 2.362 4.674
C 0.903 2.740 4.537
H -4.050 4.707 4.587
H -4.434 5.400 6.178
H -2.793 5.493 5.526
H -4.266 2.942 6.349
H -2.954 3.668 7.265
H 1.394 2.818 5.507
H 0.977 3.684 3.993
H 1.404 1.964 3.958
C 5.646 0.927 -2.405
C 5.960 -0.406 -1.755
O 6.851 -1.183 -2.564
C 8.132 -0.802 -2.532
O 8.587 0.108 -1.892
O 8.821 -1.599 -3.357
C 10.195 -1.234 -3.498
H 5.268 0.779 -3.419
H 4.901 1.472 -1.822
H 6.540 1.547 -2.485
H 5.040 -0.986 -1.660
H 6.366 -0.279 -0.750
H 10.688 -1.166 -2.529
H 10.275 -0.289 -4.036
H 10.684 -2.011 -4.083

Values from the calculation:
**Gap between HOMO and LUMO**: 7.2 eV
**Calculated total energy**: -6148.57628 a.u.
**Multiplicity**: 1
**E_LUMO**: -4.29 eV
**Net charge**: +1


Molecular formula: C23H47F3O5PS
Method: DFT, ωB97M-V/def2-TZVPD

Element x y z (Å)
C 10.240 0.081 1.134
O 10.647 0.185 -0.205
C 9.670 0.771 -1.066
C 8.545 -0.196 -1.487
C 7.135 0.269 -1.107
C 6.646 -0.225 0.254
C 5.410 0.538 0.745
C 4.434 -0.291 1.597
C 3.034 -0.378 0.993
C 2.060 -1.212 1.827
C 0.596 -0.772 1.701
C -0.388 -1.935 1.871
C -0.690 -2.650 0.545
P -1.811 -1.641 -0.526
C -3.474 -2.313 -0.056
C -4.420 -2.328 -1.262
C -5.907 -2.349 -0.903
C -6.336 -1.211 0.032
C -7.779 -0.724 -0.188
C -7.981 0.781 0.046
C -8.460 1.193 1.444
C -9.733 0.533 1.986
C -11.073 1.087 1.482
O -11.652 0.307 0.441
C -11.703 0.914 -0.829
H 11.135 0.067 1.760
H 9.621 0.937 1.428
H 9.668 -0.839 1.319
H 9.251 1.668 -0.594
H 10.226 1.106 -1.940
H 8.588 -0.309 -2.572
H 8.758 -1.184 -1.061
H 6.419 -0.060 -1.867
H 7.113 1.360 -1.132
H 6.403 -1.294 0.189
H 7.456 -0.132 0.985
H 5.729 1.419 1.307
H 4.882 0.920 -0.136
H 4.827 -1.306 1.723
H 4.345 0.137 2.601
H 2.641 0.637 0.866
H 3.114 -0.799 -0.015
H 2.137 -2.265 1.532
H 2.363 -1.159 2.879
H 0.380 0.001 2.443
H 0.444 -0.302 0.724
H 0.043 -2.662 2.568
H -1.320 -1.590 2.331
H 0.243 -2.807 -0.006
H -1.124 -3.636 0.729
H -1.668 -2.410 -1.706
H -3.867 -1.662 0.730
H -3.389 -3.316 0.369
H -4.185 -3.214 -1.859
H -4.227 -1.464 -1.909
H -6.483 -2.277 -1.832
H -6.155 -3.322 -0.464
H -5.642 -0.371 -0.086
H -6.227 -1.544 1.068
H -8.443 -1.294 0.466
H -8.091 -0.973 -1.206
H -8.653 1.187 -0.711
H -7.020 1.278 -0.125
H -7.644 1.027 2.154
H -8.627 2.277 1.439
H -9.722 0.631 3.075
H -9.748 -0.541 1.784
H -10.973 2.130 1.155
H -11.793 1.074 2.305
H -11.805 0.119 -1.568
H -10.799 1.484 -1.053
H -12.565 1.588 -0.910
C 9.102 4.267 -3.707
F 10.012 3.287 -3.522
F 9.726 5.437 -3.463
F 8.770 4.258 -5.014
S 7.625 4.036 -2.623
O 8.207 4.064 -1.297
O 7.141 2.736 -3.042
O 6.795 5.164 -2.974

Values from the calculation:
**Gap between HOMO and LUMO**: 7.8 eV
**Calculated total energy**: -2319.93727 a.u.
**Multiplicity**: 1
**E_LUMO**: 1.87 eV
**Net charge**: -1


Molecular formula: C23H47F4IN5O4
Method: DFT, ωB97M-V/def2-TZVPD

Element x y z (Å)
C 0.958 -1.556 2.900
C 2.039 -1.291 1.851
I 3.618 -0.125 2.719
C 1.504 -0.543 0.632
C 0.500 -1.396 -0.165
C 1.243 -2.635 -0.692
N 0.914 -3.058 -2.098
C 1.956 -3.946 -2.637
C 1.895 -5.282 -1.897
C 3.055 -5.652 -1.067
O 2.780 -6.229 -2.385
C 0.730 -1.953 -2.846
N 1.588 -1.547 -3.796
N -0.385 -1.204 -2.545
C -0.804 -0.315 -3.625
F 0.018 0.741 -3.790
F -1.986 0.177 -3.289
C -0.994 -1.087 -4.980
F -2.139 -0.696 -5.531
F -0.005 -0.791 -5.833
C -0.170 -0.488 -1.210
C -1.410 0.159 -0.597
C -2.526 -0.780 -0.101
C -2.949 -1.911 -1.025
O -2.161 -3.082 -0.726
H 0.443 -2.499 2.716
H 0.228 -0.747 2.916
H 1.393 -1.621 3.893
H 2.499 -2.238 1.580
H 0.995 0.336 1.026
H 2.338 -0.240 -0.003
H -0.226 -1.751 0.559
H 2.328 -2.512 -0.639
H 0.999 -3.481 -0.056
H 2.958 -3.537 -2.501
H 1.740 -4.185 -3.678
H 0.910 -5.581 -1.548
H 3.914 -4.994 -1.061
H 3.001 -6.490 -0.388
H 1.899 -2.134 -4.554
H 1.805 -0.563 -3.841
H -1.066 -2.162 -4.808
H 0.532 0.324 -1.420
H -1.044 0.697 0.279
H -1.828 0.929 -1.235
H -2.227 -1.236 0.840
H -3.400 -0.159 0.093
H -4.002 -2.152 -0.894
H -2.801 -1.680 -2.075
H -2.748 -3.831 -0.600
C -4.313 3.470 -5.642
C -5.209 4.377 -4.804
C -4.732 4.547 -3.356
O -4.994 3.439 -2.512
C -4.061 2.388 -2.590
N -6.587 3.889 -4.889
H -4.467 2.417 -5.404
H -4.538 3.598 -6.700
H -3.257 3.707 -5.491
H -5.184 5.372 -5.257
H -5.279 5.382 -2.911
H -3.665 4.805 -3.321
H -3.046 2.765 -2.764
H -4.322 1.673 -3.375
H -4.080 1.860 -1.634
H -7.211 4.546 -4.432
H -6.656 3.044 -4.328
C 5.165 2.763 8.198
C 4.153 1.673 8.536
C 3.663 0.885 7.315
O 2.719 1.565 6.508
C 3.263 2.469 5.568
N 3.054 2.269 9.298
H 4.688 3.635 7.751
H 5.668 3.099 9.104
H 5.926 2.396 7.506
H 4.654 0.952 9.189
H 3.144 -0.008 7.673
H 4.509 0.544 6.701
H 4.219 2.109 5.172
H 3.399 3.466 5.994
H 2.553 2.551 4.745
H 2.431 1.537 9.627
H 2.485 2.814 8.655

Values from the calculation:
**Gap between HOMO and LUMO**: 6.2 eV
**Calculated total energy**: -2176.10047 a.u.
**Multiplicity**: 1
**E_LUMO**: -4.33 eV
**Net charge**: +1